# C28H28ClDyIN7O4S

A structure of composition C28H28ClDyIN7O4S in a non-equilibrium geometry (wB97M-V/def2-TZVPD, the OMol25 dataset).

Values from the calculation:
⟨S²⟩: 9.3327
Strongest force on any atom in eV/A: 1.59
Calculated total energy in Eh: -3808.79227
Kohn-Sham gap (alpha / beta) in eV: 8.0 / 8.0
HOMO (alpha / beta) in eV: -13.909 / -13.910
Charge: +2
Spin multiplicity: 6

Last column: Löwdin spin population.
Element x y z (Å)
Dy: 0.766 0.103 0.811  5.07
C: 1.720 -0.976 4.104  0.00
C: 0.280 -1.366 3.855  0.00
N: 0.048 -1.738 2.446  -0.01
C: 0.467 -3.107 2.068  0.00
C: 1.965 -3.327 1.898  0.00
S: 2.877 -2.024 1.009  -0.01
C: 4.054 -1.401 2.224  0.00
C: 3.655 -0.081 2.883  0.00
N: 2.204 0.014 3.116  -0.01
H: 2.365 -1.850 4.063  0.00
H: 1.825 -0.587 5.120  0.00
H: -0.375 -0.519 4.075  0.00
H: -0.009 -2.174 4.535  0.00
H: -0.956 -1.709 2.290  0.00
H: -0.033 -3.332 1.129  0.00
H: 0.105 -3.829 2.808  0.00
H: 2.106 -4.252 1.341  0.00
H: 2.482 -3.471 2.845  0.00
H: 5.004 -1.275 1.705  0.00
H: 4.219 -2.197 2.949  0.00
H: 3.942 0.758 2.243  0.00
H: 4.226 0.028 3.811  0.00
H: 2.019 0.934 3.499  0.00
O: -1.584 0.665 -6.339  0.00
N: -0.998 0.014 -5.513  0.00
O: -0.728 -1.170 -5.597  0.00
C: -0.572 0.699 -4.265  0.00
C: -1.345 1.707 -3.844  0.00
C: -1.076 2.316 -2.570  0.00
C: -1.815 3.416 -2.098  0.00
C: -1.524 3.933 -0.867  0.00
C: -0.550 3.296 -0.085  0.00
N: 0.155 2.257 -0.497  -0.01
C: -0.072 1.803 -1.756  0.00
C: 0.798 0.762 -2.271  0.00
N: 1.823 0.361 -1.470  -0.01
C: 2.725 -0.458 -1.974  0.00
C: 2.660 -0.956 -3.281  0.00
C: 1.577 -0.645 -4.052  0.00
C: 0.590 0.233 -3.544  0.00
H: -2.178 2.035 -4.450  0.00
H: -2.588 3.848 -2.721  0.00
H: -2.040 4.798 -0.476  0.00
H: -0.351 3.652 0.915  0.00
H: 3.537 -0.754 -1.325  0.00
H: 3.447 -1.599 -3.647  0.00
H: 1.480 -1.046 -5.048  0.00
Cl: -5.263 -1.798 -4.699  0.00
C: -4.120 -1.596 -3.428  0.00
C: -4.460 -0.798 -2.340  0.00
C: -3.534 -0.619 -1.331  0.00
C: -2.289 -1.248 -1.409  0.00
C: -1.969 -2.058 -2.498  0.00
C: -2.887 -2.231 -3.519  0.00
C: -1.279 -0.941 -0.403  0.00
O: -0.105 -1.458 -0.440  -0.01
O: -1.466 -0.027 0.483  -0.01
H: -5.432 -0.328 -2.299  0.00
H: -3.772 0.013 -0.487  0.00
H: -1.000 -2.535 -2.558  0.00
H: -2.661 -2.839 -4.383  0.00
I: 0.049 5.423 4.683  0.00
C: -0.376 3.706 3.683  0.00
C: -1.613 3.127 3.494  0.00
N: -1.418 2.008 2.772  0.00
N: -0.124 1.810 2.481  -0.01
C: 0.516 2.842 3.032  0.00
H: -2.600 3.421 3.811  0.00
H: -2.108 1.383 2.380  0.00
H: 1.585 2.953 2.924  0.00


# C47H43IN2O4PPtTe

A structure of composition C47H43IN2O4PPtTe (wB97M-V/def2-TZVPD, the OMol25 dataset).

Values from the calculation:
⟨S²⟩: 0.7581
Strongest force on any atom in eV/A: 0.58
Calculated total energy in Eh: -3253.01925
Energy relative to the best compared isomer or geometry (same formula, charge and spin) in kcal per mole: 0.5
Kohn-Sham gap (alpha / beta) in eV: 7.5 / 6.1
HOMO (alpha / beta) in eV: -13.318 / -13.467
Charge: +2
Spin multiplicity: 2

Last column: Löwdin spin population.
Element x y z (Å)
Pt: 0.931 -0.170 -1.191  0.38
I: 2.086 -2.465 -1.194  0.00
C: 1.941 -2.751 -3.275  0.00
C: 1.416 -3.968 -3.620  0.00
C: 1.397 -4.373 -4.965  0.00
C: 1.950 -3.558 -5.905  0.00
C: 2.494 -2.297 -5.561  0.00
C: 3.101 -1.518 -6.575  0.00
C: 3.656 -0.307 -6.296  0.00
C: 3.544 0.208 -4.994  0.01
C: 2.948 -0.500 -3.970  0.02
P: 2.773 0.436 -2.427  0.07
C: 4.243 0.123 -1.429  0.00
C: 4.332 0.613 -0.126  0.00
C: 5.450 0.331 0.641  0.00
C: 6.479 -0.442 0.119  0.00
C: 6.393 -0.934 -1.174  0.00
C: 5.278 -0.655 -1.950  0.00
C: 2.706 2.180 -2.880  0.01
C: 3.614 3.104 -2.361  0.00
C: 3.523 4.440 -2.728  0.00
C: 2.536 4.857 -3.605  0.00
C: 1.639 3.938 -4.136  0.00
C: 1.722 2.606 -3.779  0.00
C: 2.459 -1.823 -4.218  0.00
H: 1.029 -4.634 -2.861  0.00
H: 0.975 -5.331 -5.229  0.00
H: 1.990 -3.864 -6.942  0.00
H: 3.122 -1.917 -7.580  0.00
H: 4.144 0.276 -7.063  0.00
H: 3.922 1.203 -4.806  0.00
H: 3.534 1.208 0.292  0.00
H: 5.516 0.719 1.649  0.00
H: 7.350 -0.659 0.722  0.00
H: 7.195 -1.533 -1.583  0.00
H: 5.220 -1.038 -2.961  0.00
H: 4.399 2.789 -1.688  0.00
H: 4.235 5.152 -2.333  0.00
H: 2.469 5.898 -3.887  0.00
H: 0.876 4.261 -4.831  0.00
H: 1.043 1.891 -4.223  0.00
C: -5.522 -2.698 7.252  0.00
C: -4.620 -2.399 6.094  0.00
C: -3.350 -1.874 6.290  0.00
C: -2.484 -1.587 5.240  0.00
C: -1.124 -1.040 5.563  0.00
C: -2.953 -1.839 3.944  0.01
Te: -1.837 -1.657 2.167  0.01
N: 0.173 -0.482 0.644  0.30
C: 0.317 0.063 1.768  0.04
O: -0.476 -0.367 2.804  0.03
C: 1.184 1.192 2.145  0.01
C: 1.178 2.344 1.363  0.00
C: 1.953 3.429 1.743  0.00
C: 2.744 3.354 2.884  0.00
C: 2.739 2.206 3.665  0.00
C: 1.947 1.127 3.308  0.00
C: -2.993 -0.338 1.032  0.00
C: -3.214 -0.700 -0.306  0.00
C: -2.744 -1.991 -0.920  0.00
C: -3.949 0.168 -1.105  0.00
C: -4.456 1.362 -0.614  0.00
C: -5.247 2.286 -1.485  0.00
C: -4.220 1.682 0.718  0.00
C: -3.505 0.853 1.572  0.00
C: -3.330 1.284 3.001  0.00
C: -4.217 -2.400 3.705  0.00
C: -4.724 -2.714 2.325  0.00
C: -5.034 -2.657 4.793  0.00
H: -5.053 -2.441 8.199  0.00
H: -5.780 -3.757 7.273  0.00
H: -6.454 -2.138 7.166  0.00
H: -3.011 -1.682 7.300  0.00
H: -1.027 -0.910 6.638  0.00
H: -0.947 -0.082 5.088  0.00
H: -0.336 -1.723 5.238  0.00
H: 0.537 2.412 0.489  0.00
H: 1.933 4.335 1.153  0.00
H: 3.351 4.200 3.175  0.00
H: 3.341 2.157 4.561  0.00
H: 1.922 0.238 3.924  0.00
H: -1.798 -2.344 -0.507  0.00
H: -2.602 -1.861 -1.993  0.00
H: -3.489 -2.779 -0.786  0.00
H: -4.124 -0.097 -2.141  0.00
H: -5.208 1.982 -2.528  0.00
H: -4.872 3.306 -1.407  0.00
H: -6.291 2.299 -1.171  0.00
H: -4.608 2.613 1.110  0.00
H: -3.603 2.331 3.104  0.00
H: -2.302 1.171 3.342  0.00
H: -3.971 0.705 3.667  0.00
H: -3.971 -3.203 1.693  0.00
H: -5.067 -1.818 1.806  0.00
H: -5.557 -3.412 2.382  0.00
H: -6.015 -3.083 4.620  0.00
O: -1.513 2.213 -2.936  0.01
N: -0.750 1.385 -2.558  0.00
O: -0.126 1.559 -1.412  0.01
O: -0.475 0.325 -3.156  0.06


# C8H14

A cluster of 2 separate species, C8H14 in total in a non-equilibrium geometry (wB97M-V/def2-TZVPD, the OMol25 dataset).

Values from the calculation:
Strongest force on any atom in eV/A: 2.46
Calculated total energy in Eh: -312.96098
Energy relative to the best compared isomer or geometry (same formula, charge and spin) in kcal per mole: 160.9
Kohn-Sham gap in eV: 4.1
HOMO in eV: -6.008
Charge: 0

Last column: natural (NBO) charge in e.
Element x y z (Å)
C: 2.046 -1.988 -1.838  -0.34
C: 1.569 -0.978 -1.073  -0.27
C: 0.483 -1.060 -0.194  -0.04
C: 0.031 0.076 0.638  -0.35
C: -1.254 0.620 0.110  -0.13
C: -1.572 1.953 0.286  -0.27
C: -0.893 3.029 0.818  -0.40
C: -0.109 -0.345 2.133  -0.62
H: 2.661 -1.898 -2.720  0.20
H: -1.457 -5.363 -4.922  0.00
H: 1.630 -2.958 -1.690  0.18
H: -0.160 -1.929 -0.293  0.19
H: 2.126 -0.043 -1.059  0.21
H: 0.862 0.779 0.605  0.22
H: -1.215 -5.567 -4.252  0.00
H: -1.850 -0.105 -0.425  0.21
H: -2.624 2.217 0.144  0.21
H: -1.222 3.986 0.428  0.19
H: -0.181 3.105 1.628  0.20
H: 0.854 -0.073 2.590  0.20
H: -0.183 -1.414 2.327  0.21
H: -0.855 0.250 2.661  0.22


# C2H7N4OS

A cluster of 2 separate species, C2H7N4OS in total in a non-equilibrium geometry (wB97M-V/def2-TZVPD, the OMol25 dataset).

Values from the calculation:
Strongest force on any atom in eV/A: 3.65
Calculated total energy in Eh: -772.55301
Energy relative to the best compared isomer or geometry (same formula, charge and spin) in kcal per mole: 7.1
Kohn-Sham gap in eV: 10.1
HOMO in eV: -13.199
Charge: +1

Last column: natural (NBO) charge in e.
Element x y z (Å)
C: -1.457 0.578 0.141  0.65
C: 3.340 -0.512 -0.470  0.29
N: -1.230 1.905 -0.168  -0.79
N: 4.229 -1.303 -0.494  -0.58
N: -0.451 -0.140 0.629  -0.31
N: -2.580 0.022 -0.287  -0.77
O: -0.878 -1.492 0.850  -0.59
S: 2.420 0.786 -0.418  -0.10
H: -0.369 2.435 0.070  0.44
H: -2.047 2.542 -0.313  0.43
H: 0.498 -0.010 0.275  0.42
H: 4.752 -2.082 -0.238  0.46
H: -3.471 0.440 -0.723  0.46
H: -2.606 -1.037 -0.129  0.46
H: -0.149 -2.132 1.275  0.53


# C8H11ClN2

A cluster of 2 separate species, C8H11ClN2 in total in a non-equilibrium geometry (wB97M-V/def2-TZVPD, the OMol25 dataset).

Values from the calculation:
Strongest force on any atom in eV/A: 3.91
Calculated total energy in Eh: -880.96315
Energy relative to the best compared isomer or geometry (same formula, charge and spin) in kcal per mole: 109.7
Kohn-Sham gap (alpha / beta) in eV: 5.5 / 9.5
HOMO (alpha / beta) in eV: -8.045 / -9.812
Charge: 0

Last column: natural (NBO) charge in e.
Element x y z (Å)
C: -1.261 -2.298 2.949  0.22
C: -3.067 -1.271 1.667  0.23
C: -0.580 -0.263 -1.234  -0.59
C: 1.738 0.668 -0.873  -0.58
C: 0.031 1.282 0.825  -0.60
C: -2.127 -2.281 1.924  -0.33
C: 0.799 -1.068 0.597  -0.11
C: 0.436 0.126 -0.123  -0.17
N: -0.437 -2.289 3.773  -0.24
N: -3.835 -0.457 1.460  -0.26
Cl: 1.584 -1.186 2.173  0.05
H: -0.123 -1.178 -1.655  0.21
H: -1.465 -0.411 -0.745  0.21
H: -0.663 0.715 -1.858  0.22
H: 1.725 0.018 -1.817  0.20
H: 1.542 1.709 -1.155  0.21
H: 2.645 0.637 -0.360  0.21
H: -0.184 2.121 0.254  0.21
H: 0.929 1.566 1.456  0.22
H: -0.811 0.840 1.409  0.22
H: -1.959 -2.968 1.095  0.26
H: 0.828 -2.054 0.049  0.20


# C47H61Br2F5N2PSSbZr

A structure of composition C47H61Br2F5N2PSSbZr in a non-equilibrium geometry (wB97M-V/def2-TZVPD, the OMol25 dataset).

Values from the calculation:
Strongest force on any atom in eV/A: 2.36
Calculated total energy in Eh: -8610.85695
Kohn-Sham gap in eV: 7.8
HOMO in eV: -13.446
Charge: +2

Last column: Mulliken charge in e.
Element x y z (Å)
Zr: 0.014 1.650 -0.413  -0.46
C: -0.659 2.364 -3.428  -1.31
N: -0.317 3.040 -2.172  0.58
C: -1.340 4.075 -1.941  -1.09
C: 1.046 3.607 -2.275  -0.23
C: 1.442 4.276 -0.943  -1.16
N: 0.763 3.530 0.109  2.28
C: 0.193 4.203 1.131  -0.21
C: -0.969 3.644 1.692  0.06
F: -1.429 2.498 0.984  0.25
C: -1.647 4.155 2.781  -0.30
F: -2.725 3.524 3.245  -0.27
C: -1.181 5.315 3.374  -0.63
C: -0.054 5.928 2.837  0.14
F: 0.407 7.035 3.407  -0.30
C: 0.619 5.407 1.741  -0.20
F: 1.726 6.019 1.282  -0.39
H: -0.494 3.030 -4.281  0.47
H: -0.051 1.467 -3.559  -0.18
H: -1.716 2.094 -3.404  0.55
H: -1.428 4.730 -2.816  0.38
H: -2.304 3.583 -1.772  0.32
H: -1.103 4.687 -1.071  0.28
H: 1.715 2.763 -2.484  -0.22
H: 1.114 4.330 -3.099  0.67
H: 2.534 4.263 -0.821  0.33
H: 1.129 5.328 -0.942  0.52
H: -1.676 5.747 4.227  0.57
Br: 2.634 0.854 -4.507  -0.08
C: 4.341 0.694 -3.623  -0.70
Br: 4.102 0.537 -1.717  0.02
H: 4.918 1.592 -3.825  0.47
H: 4.837 -0.199 -3.997  0.46
F: 0.975 0.517 -1.523  -0.51
C: 2.630 -3.889 2.492  -0.89
C: 1.141 -3.994 2.142  -0.92
C: 0.619 -2.694 1.508  0.87
C: 1.428 -1.520 2.056  0.79
C: 2.846 -1.598 1.472  -0.10
C: 3.348 -3.054 1.438  -0.60
P: 0.630 0.150 1.778  0.52
C: 1.852 1.391 2.519  0.23
C: 2.504 1.038 3.869  -0.65
C: 3.847 1.763 4.040  -0.86
C: 3.794 3.151 3.415  -1.00
C: 3.636 3.053 1.890  -0.80
C: 2.935 1.749 1.490  0.14
C: -0.795 0.223 3.019  0.58
C: -2.105 -0.241 2.353  0.06
C: -3.221 -0.260 3.395  -0.96
C: -2.963 -1.347 4.446  -0.93
C: -1.475 -1.701 4.544  -0.48
C: -0.608 -0.456 4.394  -0.86
H: 3.065 -4.886 2.549  0.61
H: 2.767 -3.433 3.475  0.25
H: 0.581 -4.223 3.048  0.33
H: 0.991 -4.815 1.442  0.40
H: -0.446 -2.593 1.720  -0.05
H: 0.736 -2.726 0.424  -0.94
H: 1.477 -1.635 3.143  0.76
H: 3.525 -1.015 2.093  0.37
H: 2.863 -1.178 0.462  -0.66
H: 4.424 -3.067 1.613  0.56
H: 3.165 -3.498 0.458  0.09
H: 1.235 2.296 2.659  -0.12
H: 2.689 -0.031 3.954  0.00
H: 1.832 1.327 4.676  0.47
H: 4.649 1.191 3.574  0.30
H: 4.083 1.842 5.100  0.58
H: 4.699 3.705 3.660  0.60
H: 2.955 3.697 3.849  0.25
H: 4.612 3.086 1.409  0.56
H: 3.075 3.914 1.535  -0.07
H: 3.682 0.961 1.452  0.83
H: 2.495 1.838 0.477  -0.62
H: -0.893 1.301 3.209  0.11
H: -1.997 -1.239 1.926  -0.16
H: -2.382 0.430 1.534  0.15
H: -4.180 -0.433 2.907  0.45
H: -3.273 0.722 3.867  0.25
H: -3.523 -2.249 4.195  0.34
H: -3.325 -1.005 5.417  0.38
H: -1.209 -2.432 3.779  -0.13
H: -1.282 -2.165 5.511  0.54
H: 0.433 -0.713 4.577  0.43
H: -0.898 0.251 5.173  0.46
S: -2.132 0.526 -1.234  -0.67
Sb: -1.904 -1.407 -2.537  1.93
C: -3.890 -2.189 -2.307  0.79
C: -4.885 -1.449 -2.931  -0.56
C: -6.197 -1.888 -2.891  -0.75
C: -6.512 -3.071 -2.239  -0.52
C: -5.518 -3.799 -1.611  -0.76
C: -4.205 -3.355 -1.635  -0.39
C: -1.773 -1.459 -4.702  0.98
C: -1.911 -2.752 -5.183  -0.88
C: -1.868 -2.992 -6.543  -0.68
C: -1.685 -1.940 -7.425  -0.57
C: -1.553 -0.653 -6.939  -0.67
C: -1.601 -0.403 -5.576  -0.39
C: -0.260 -2.750 -2.111  0.49
C: -0.480 -3.989 -1.536  -0.60
C: 0.570 -4.883 -1.411  -0.62
C: 1.837 -4.523 -1.834  -0.71
C: 2.048 -3.282 -2.408  -0.54
C: 0.999 -2.392 -2.567  -0.57
H: -4.635 -0.531 -3.450  0.38
H: -6.973 -1.313 -3.371  0.43
H: -7.532 -3.422 -2.219  0.42
H: -5.758 -4.718 -1.101  0.44
H: -3.445 -3.929 -1.128  0.41
H: -2.058 -3.576 -4.500  0.35
H: -1.977 -4.000 -6.912  0.44
H: -1.647 -2.128 -8.488  0.41
H: -1.408 0.169 -7.623  0.45
H: -1.505 0.611 -5.220  0.36
H: -1.463 -4.261 -1.185  0.17
H: 0.389 -5.857 -0.989  0.56
H: 2.657 -5.213 -1.729  0.43
H: 3.035 -3.016 -2.749  0.46
H: 1.156 -1.437 -3.044  0.40